# C45H129BaN6O22

A molecular structure, C45H129BaN6O22 (ωB97M-V/def2-TZVPD, the Open Molecules 2025 dataset).

Values from the calculation:
Multiplicity = 1
Total charge = +1
Energy = -103421.3037 eV

Atoms and positions in Å:
1 Ba 4.335 -0.155 2.319
2 C -0.321 1.061 -0.629
3 C 0.450 0.881 0.770
4 C -0.495 0.742 1.937
5 C -1.333 -0.537 2.023
6 C -0.350 -1.752 1.995
7 C 0.667 -1.694 0.754
8 N 1.340 -0.362 0.757
9 O 2.560 -0.313 -0.049
10 C -0.068 -2.019 -0.602
11 C 1.653 -2.888 1.079
12 C 1.255 2.209 1.116
13 H -1.109 0.335 -0.829
14 H 0.324 1.048 -1.507
15 H -0.788 2.043 -0.554
16 H -1.288 1.485 1.853
17 H -0.069 0.894 2.929
18 H -2.018 -0.611 1.179
19 H -1.987 -0.519 2.895
20 H -0.881 -2.704 2.002
21 H 0.294 -1.841 2.870
22 H -1.099 -1.685 -0.491
23 H 0.025 -3.063 -0.902
24 H 0.327 -1.488 -1.468
25 H 2.359 -3.071 0.269
26 H 1.155 -3.847 1.221
27 H 2.256 -2.596 1.939
28 H 2.029 2.574 0.441
29 H 1.717 2.122 2.100
30 H 0.524 2.983 1.348
31 C -2.086 4.334 2.256
32 O -2.823 5.401 1.671
33 H -1.037 4.569 2.434
34 H -2.581 3.919 3.134
35 H -2.063 3.639 1.417
36 H -2.608 5.409 0.736
37 C -3.919 -3.234 0.543
38 O -4.250 -4.516 1.052
39 H -4.338 -2.450 1.173
40 H -2.830 -3.222 0.486
41 H -4.233 -3.104 -0.493
42 H -3.812 -5.195 0.534
43 C 0.524 4.021 4.879
44 O 0.925 3.221 6.010
45 H -0.520 3.834 4.631
46 H 0.605 5.082 5.116
47 H 1.118 3.760 4.003
48 H 0.902 2.334 5.645
49 C 0.751 -0.604 -4.922
50 O -0.096 0.174 -5.725
51 H 0.574 -1.664 -5.102
52 H 1.783 -0.390 -5.201
53 H 0.623 -0.486 -3.846
54 H -0.830 -0.357 -6.040
55 C -3.023 -3.744 -3.053
56 O -2.567 -4.091 -4.347
57 H -3.762 -2.947 -3.125
58 H -3.592 -4.522 -2.544
59 H -2.197 -3.395 -2.433
60 H -1.960 -4.828 -4.250
61 C -1.461 -0.780 5.868
62 O -0.280 -1.562 6.005
63 H -1.362 0.116 6.480
64 H -1.611 -0.463 4.836
65 H -2.341 -1.347 6.173
66 H 0.466 -0.963 5.920
67 C -4.228 0.583 -1.173
68 O -5.233 -0.208 -0.574
69 H -3.352 0.694 -0.535
70 H -3.837 0.046 -2.037
71 H -4.629 1.569 -1.407
72 H -5.868 0.456 -0.297
73 C 3.865 -2.773 -2.865
74 O 4.286 -1.537 -2.212
75 H 3.788 -3.630 -2.196
76 H 2.822 -2.680 -3.167
77 H 4.569 -3.205 -3.576
78 H 3.601 -1.295 -1.585
79 C -1.866 -6.160 5.449
80 C -1.278 -4.816 5.082
81 C -2.236 -3.814 4.282
82 O -3.389 -3.484 5.103
83 C -4.412 -2.790 4.505
84 N -0.872 -4.212 6.360
85 H -2.769 -6.048 6.050
86 H -1.225 -6.759 6.094
87 H -2.196 -6.667 4.542
88 H -0.366 -4.997 4.512
89 H -2.590 -4.299 3.372
90 H -1.745 -2.880 4.008
91 H -5.215 -2.604 5.219
92 H -4.885 -3.350 3.698
93 H -4.054 -1.829 4.138
94 H -0.703 -3.230 6.196
95 H -1.683 -4.177 6.962
96 C -4.125 4.134 -1.553
97 C -2.615 4.405 -1.838
98 C -2.323 4.723 -3.333
99 O -2.810 3.690 -4.129
100 C -1.852 2.677 -4.338
101 N -2.294 5.566 -1.051
102 H -4.769 5.013 -1.544
103 H -4.303 3.698 -0.570
104 H -4.383 3.463 -2.373
105 H -2.039 3.529 -1.541
106 H -1.253 4.924 -3.392
107 H -2.882 5.638 -3.531
108 H -0.878 3.034 -4.673
109 H -2.292 1.937 -5.007
110 H -1.700 2.272 -3.338
111 H -2.883 6.300 -1.419
112 H -1.368 5.897 -1.281
113 C 0.736 -5.389 -2.944
114 C 0.503 -5.471 -4.404
115 C 1.673 -5.494 -5.383
116 O 2.267 -4.164 -5.399
117 C 3.464 -4.092 -6.163
118 N -0.354 -6.638 -4.602
119 H 1.294 -4.494 -2.668
120 H 1.281 -6.232 -2.520
121 H -0.221 -5.349 -2.425
122 H -0.065 -4.577 -4.663
123 H 1.282 -5.740 -6.371
124 H 2.379 -6.284 -5.126
125 H 4.303 -4.522 -5.615
126 H 3.799 -3.056 -6.205
127 H 3.255 -4.525 -7.141
128 H -0.308 -6.932 -5.567
129 H 0.000 -7.385 -4.023
130 C 4.648 3.882 -2.870
131 C 3.535 2.875 -2.657
132 C 2.718 2.346 -3.848
133 O 2.112 3.505 -4.433
134 C 1.567 3.229 -5.684
135 N 4.109 1.754 -1.914
136 H 5.224 3.635 -3.762
137 H 5.355 4.042 -2.057
138 H 4.185 4.844 -3.089
139 H 2.917 3.437 -1.957
140 H 1.945 1.706 -3.422
141 H 3.388 1.810 -4.521
142 H 0.995 2.318 -5.863
143 H 2.418 3.382 -6.348
144 H 0.863 4.031 -5.906
145 H 4.676 1.231 -2.567
146 H 3.396 1.105 -1.613
147 C 1.524 7.541 -4.355
148 C 0.808 7.843 -3.047
149 C 1.157 6.747 -1.966
150 O 0.291 7.002 -0.807
151 C 0.792 6.415 0.387
152 N 1.251 9.207 -2.755
153 H 1.519 8.343 -5.093
154 H 1.207 6.635 -4.871
155 H 2.568 7.269 -4.198
156 H -0.263 7.927 -3.228
157 H 2.201 6.877 -1.683
158 H 0.840 5.755 -2.287
159 H 0.099 6.503 1.223
160 H 1.709 6.895 0.730
161 H 0.968 5.341 0.328
162 H 0.975 9.380 -1.799
163 H 2.255 9.109 -2.817
164 C 5.488 3.161 1.283
165 C 4.829 3.443 2.684
166 O 5.053 2.275 3.505
167 O 5.058 1.916 0.684
168 H 6.577 3.159 1.325
169 H 5.263 3.969 0.586
170 H 3.748 3.517 2.565
171 H 5.214 4.373 3.101
172 H 4.661 2.468 4.359
173 H 4.832 2.082 -0.234
174 C 4.624 -3.181 3.771
175 C 5.914 -2.544 4.401
176 O 5.807 -1.151 4.373
177 O 4.690 -2.932 2.385
178 H 3.730 -2.810 4.272
179 H 4.601 -4.262 3.907
180 H 6.733 -2.810 3.733
181 H 6.042 -2.955 5.403
182 H 6.092 -0.903 5.256
183 H 4.875 -3.743 1.906
184 C -4.666 1.255 3.896
185 C -5.988 0.495 3.793
186 O -6.822 1.174 2.846
187 O -4.879 2.412 4.666
188 H -4.295 1.565 2.919
189 H -3.934 0.695 4.478
190 H -6.447 0.430 4.780
191 H -5.757 -0.470 3.343
192 H -7.545 1.537 3.364
193 H -5.474 2.996 4.189
194 C -1.530 -6.821 0.017
195 C -1.348 -6.675 1.555
196 O -0.918 -7.960 2.021
197 O -2.580 -6.009 -0.478
198 H -1.672 -7.867 -0.253
199 H -0.567 -6.454 -0.339
200 H -2.286 -6.456 2.065
201 H -0.606 -5.930 1.842
202 H -0.071 -8.116 1.598
203 H -2.767 -6.430 -1.319

***

# C45H132O21

21 unconnected molecules or ions with the total composition C45H132O21 (ωB97M-V/def2-TZVPD, the Open Molecules 2025 dataset).

Values from the calculation:
Multiplicity = 1
Energy = -91797.9734 eV

Atoms and positions in Å:
1 C 3.430 -2.525 -0.960
2 O 2.635 -3.686 -0.677
3 H 4.502 -2.686 -0.845
4 H 3.370 -2.218 -2.004
5 H 3.019 -1.686 -0.398
6 H 2.795 -3.967 0.227
7 C -2.305 -2.615 3.346
8 O -1.464 -3.680 3.681
9 H -2.411 -2.434 2.276
10 H -3.299 -2.661 3.791
11 H -1.873 -1.679 3.701
12 H -1.540 -3.724 4.637
13 C -0.585 -4.866 -0.034
14 O -1.518 -5.419 -0.927
15 H -0.043 -5.593 0.572
16 H 0.096 -4.432 -0.765
17 H -0.965 -4.086 0.626
18 H -1.976 -6.128 -0.471
19 C 2.400 -6.245 -2.887
20 O 3.426 -5.334 -2.530
21 H 2.728 -7.283 -2.829
22 H 1.565 -6.338 -2.192
23 H 1.965 -6.047 -3.867
24 H 3.038 -4.729 -1.893
25 C -4.194 1.534 1.482
26 O -3.452 0.289 1.397
27 H -4.514 1.866 0.494
28 H -5.093 1.374 2.078
29 H -3.636 2.334 1.967
30 H -2.630 0.432 0.922
31 C 1.769 -4.409 2.614
32 O 2.969 -4.317 1.889
33 H 1.404 -5.436 2.596
34 H 1.910 -4.116 3.655
35 H 1.047 -3.832 2.036
36 H 3.695 -4.685 2.398
37 C -4.722 0.089 4.732
38 O -5.155 1.441 4.896
39 H -4.709 -0.416 5.698
40 H -5.431 -0.364 4.039
41 H -3.700 0.116 4.355
42 H -6.073 1.413 5.175
43 C 0.616 3.237 -1.886
44 O 0.498 3.056 -0.453
45 H 0.427 2.374 -2.523
46 H -0.152 3.951 -2.184
47 H 1.590 3.665 -2.122
48 H 1.283 3.390 -0.011
49 C 5.911 1.383 -1.864
50 O 6.445 1.626 -0.542
51 H 5.472 0.393 -1.740
52 H 5.151 2.116 -2.135
53 H 6.675 1.308 -2.638
54 H 7.008 0.891 -0.286
55 C -3.004 6.253 -3.192
56 C -3.041 5.818 -1.759
57 C -2.169 6.646 -0.853
58 O -4.308 5.954 -1.135
59 H -2.025 6.053 -3.628
60 H -3.280 7.297 -3.343
61 H -3.707 5.583 -3.688
62 H -2.709 4.789 -1.617
63 H -2.296 7.727 -0.893
64 H -1.120 6.494 -1.107
65 H -2.262 6.391 0.203
66 H -4.948 5.432 -1.624
67 C -5.641 -0.899 -1.154
68 C -4.533 -1.884 -1.500
69 C -4.262 -2.887 -0.402
70 O -4.960 -2.645 -2.643
71 H -5.850 -0.077 -1.839
72 H -5.517 -0.371 -0.208
73 H -6.601 -1.382 -0.970
74 H -3.595 -1.335 -1.595
75 H -5.093 -3.592 -0.384
76 H -4.109 -2.338 0.527
77 H -3.393 -3.535 -0.517
78 H -4.271 -3.252 -2.924
79 C -0.303 -4.048 -3.853
80 C -1.633 -3.474 -3.519
81 C -2.120 -2.605 -4.724
82 O -2.545 -4.502 -3.278
83 H 0.447 -3.275 -4.023
84 H -0.381 -4.729 -4.700
85 H 0.053 -4.716 -3.069
86 H -1.565 -2.827 -2.645
87 H -1.329 -2.072 -5.251
88 H -2.859 -1.851 -4.455
89 H -2.649 -3.227 -5.446
90 H -2.216 -5.021 -2.540
91 C -0.698 -2.122 8.278
92 C -0.667 -2.334 6.776
93 C 0.692 -2.075 6.161
94 O -1.036 -3.678 6.561
95 H -1.686 -2.103 8.737
96 H -0.291 -1.144 8.535
97 H -0.123 -2.771 8.939
98 H -1.384 -1.668 6.296
99 H 0.829 -2.372 5.121
100 H 1.417 -2.635 6.751
101 H 0.888 -1.004 6.210
102 H -0.473 -4.278 7.055
103 C 1.825 2.713 6.741
104 C 2.708 2.464 5.513
105 C 3.557 3.598 5.024
106 O 3.635 1.404 5.779
107 H 1.146 3.510 6.437
108 H 2.325 3.015 7.662
109 H 1.217 1.870 7.067
110 H 2.091 2.078 4.701
111 H 4.249 4.011 5.758
112 H 2.837 4.354 4.707
113 H 4.077 3.311 4.111
114 H 4.076 1.681 6.585
115 C 3.010 -1.037 3.557
116 C 4.442 -0.701 3.120
117 C 4.556 0.525 2.163
118 O 5.206 -0.430 4.323
119 H 2.473 -0.115 3.779
120 H 3.050 -1.611 4.483
121 H 2.504 -1.607 2.778
122 H 4.922 -1.576 2.682
123 H 4.169 1.493 2.480
124 H 3.985 0.256 1.274
125 H 5.560 0.656 1.758
126 H 4.636 0.027 4.946
127 C 0.119 -3.449 -8.630
128 C 1.555 -3.237 -8.165
129 C 1.729 -3.448 -6.706
130 O 2.366 -4.114 -8.869
131 H 0.006 -3.340 -9.709
132 H -0.610 -2.801 -8.143
133 H -0.145 -4.455 -8.303
134 H 1.803 -2.202 -8.399
135 H 1.692 -4.525 -6.541
136 H 1.015 -2.868 -6.120
137 H 2.713 -3.070 -6.428
138 H 3.305 -4.009 -8.702
139 C -2.713 1.561 -5.240
140 C -3.883 1.500 -4.303
141 C -3.412 1.736 -2.827
142 O -4.755 2.565 -4.545
143 H -1.942 0.882 -4.877
144 H -2.203 2.524 -5.263
145 H -2.884 1.244 -6.269
146 H -4.395 0.539 -4.366
147 H -2.911 2.699 -2.728
148 H -2.712 0.952 -2.537
149 H -4.208 1.787 -2.085
150 H -4.870 2.538 -5.497
151 C 3.543 6.238 1.302
152 C 2.412 5.230 1.444
153 C 1.021 5.784 1.083
154 O 2.742 4.067 0.730
155 H 3.469 6.889 0.431
156 H 4.529 5.775 1.263
157 H 3.572 6.963 2.115
158 H 2.432 4.990 2.507
159 H 0.798 6.722 1.591
160 H 0.211 5.108 1.356
161 H 1.031 5.908 0.000
162 H 3.585 3.758 1.070
163 C 0.073 -0.554 -1.531
164 C -0.597 -0.497 -0.127
165 C 0.410 -0.719 1.024
166 O -1.185 0.783 0.003
167 H 0.735 0.300 -1.671
168 H -0.651 -0.545 -2.346
169 H 0.654 -1.468 -1.654
170 H -1.337 -1.287 0.001
171 H 0.734 -1.755 1.126
172 H -0.058 -0.469 1.976
173 H 1.273 -0.066 0.892
174 H -0.497 1.446 -0.086
175 C -0.780 3.272 4.053
176 C -1.939 2.425 4.491
177 C -1.754 1.802 5.843
178 O -3.130 3.189 4.607
179 H -1.157 3.945 3.283
180 H 0.148 2.773 3.773
181 H -0.465 4.003 4.797
182 H -2.034 1.671 3.710
183 H -1.037 0.987 5.947
184 H -2.640 1.259 6.172
185 H -1.544 2.529 6.628
186 H -3.832 2.544 4.724
187 C 1.068 0.279 -5.819
188 C 2.339 1.047 -5.397
189 C 3.639 0.280 -5.395
190 O 2.536 2.028 -6.417
191 H 1.109 0.089 -6.891
192 H 0.099 0.776 -5.771
193 H 0.960 -0.707 -5.366
194 H 2.176 1.483 -4.412
195 H 3.638 -0.466 -4.600
196 H 4.535 0.871 -5.207
197 H 3.729 -0.255 -6.341
198 H 3.448 2.326 -6.377

***

# C45H29F9N10NiP

A molecular structure, C45H29F9N10NiP (ωB97M-V/def2-TZVPD, the Open Molecules 2025 dataset).

Values from the calculation:
Multiplicity = 3
ΔE to the lowest compared entry with this formula, charge and spin = 10.0 kcal/mol
Total charge = +1
Energy = -136825.2154 eV

Atoms and positions in Å:
1 Ni 0.018 0.195 0.069
2 C 2.436 -3.304 0.083
3 C 2.429 -3.615 -1.278
4 C 1.477 -3.050 -2.091
5 C 0.538 -2.156 -1.556
6 N 0.617 -1.788 -0.256
7 C 1.522 -2.380 0.533
8 N -0.488 -1.789 -2.417
9 C -1.489 -1.100 -1.986
10 N -1.568 -0.436 -0.805
11 C -2.830 0.012 -0.581
12 N -3.298 0.467 0.529
13 C -2.559 0.352 1.696
14 C -3.312 0.512 2.874
15 C -2.732 0.342 4.105
16 C -1.378 0.005 4.167
17 C -0.698 -0.121 2.982
18 N -1.246 0.055 1.770
19 C -3.615 -0.220 -1.820
20 C -4.923 0.073 -2.147
21 C -5.366 -0.324 -3.407
22 C -4.532 -1.014 -4.281
23 C -3.224 -1.336 -3.933
24 C -2.779 -0.915 -2.695
25 H 3.133 -3.759 0.770
26 H 3.146 -4.315 -1.683
27 H 1.397 -3.302 -3.138
28 H 1.497 -2.078 1.575
29 H -4.359 0.749 2.758
30 H -3.317 0.455 5.007
31 H -0.868 -0.159 5.104
32 H 0.355 -0.384 2.980
33 H -5.570 0.587 -1.452
34 H -6.380 -0.102 -3.709
35 H -4.918 -1.317 -5.246
36 H -2.584 -1.899 -4.597
37 N 0.553 1.612 -4.053
38 C -0.288 1.446 -3.032
39 N 0.411 1.235 -1.931
40 C 1.691 1.249 -2.367
41 N 1.830 1.482 -3.651
42 C 2.774 0.965 -1.427
43 C 4.119 1.148 -1.738
44 N 5.074 0.879 -0.863
45 C 4.685 0.427 0.323
46 C 3.347 0.240 0.640
47 N 2.382 0.508 -0.236
48 H 0.343 1.770 -5.025
49 H -1.362 1.469 -3.120
50 H 4.407 1.527 -2.710
51 H 5.456 0.202 1.050
52 H 3.053 -0.125 1.616
53 F 0.555 5.657 6.997
54 C 1.629 5.085 6.426
55 F 2.585 6.025 6.344
56 F 2.070 4.130 7.256
57 C 1.288 4.539 5.063
58 C 0.701 5.395 4.135
59 C 0.378 4.923 2.878
60 C 0.630 3.590 2.545
61 C 1.230 2.752 3.475
62 C 1.563 3.223 4.740
63 P 0.276 2.925 0.905
64 C 1.505 3.801 -0.099
65 C 1.268 4.526 -1.263
66 C 2.329 4.989 -2.025
67 C 3.635 4.752 -1.617
68 C 3.884 4.086 -0.427
69 C 2.822 3.611 0.320
70 C 4.767 5.218 -2.494
71 F 4.712 4.614 -3.700
72 F 5.965 4.943 -1.963
73 F 4.708 6.541 -2.715
74 C -1.414 3.507 0.544
75 C -1.927 3.731 -0.734
76 C -3.263 4.029 -0.923
77 C -4.119 4.104 0.167
78 C -3.633 3.881 1.442
79 C -2.291 3.588 1.626
80 C -5.572 4.410 -0.070
81 F -6.188 3.386 -0.696
82 F -6.237 4.638 1.070
83 F -5.725 5.490 -0.856
84 H 0.498 6.423 4.400
85 H -0.081 5.586 2.155
86 H 1.436 1.723 3.218
87 H 2.026 2.570 5.466
88 H 0.263 4.751 -1.591
89 H 2.135 5.541 -2.935
90 H 4.901 3.925 -0.099
91 H 3.029 3.081 1.243
92 H -1.289 3.687 -1.604
93 H -3.636 4.226 -1.920
94 H -4.292 3.943 2.297
95 H -1.935 3.427 2.634